Entry 1:
The following is a quantum chemistry calculation of a cluster of 9 separate species, C72H84Cl3N12 in total at a distorted geometry, from OMol25.

Geometry (Å):
C  -5.250  -2.183  -1.292
N  -4.358  -1.844  -0.114
C  -3.717  -0.600  -0.015
C  -2.875  -0.287  1.026
C  -2.782  -1.277  2.048
C  -3.433  -2.567  2.002
C  -4.190  -2.791  0.831
C  -1.849  -1.007  3.147
C  -0.963  -1.974  3.668
C  0.042  -1.616  4.632
N  0.020  -0.314  5.068
C  -0.784  0.662  4.459
C  -1.748  0.320  3.561
C  0.903  0.059  6.281
H  -5.582  -1.225  -1.691
H  -5.985  -2.934  -1.003
H  -4.604  -2.669  -2.024
H  -3.863  0.019  -0.888
H  -2.276  0.611  0.997
H  -3.199  -3.368  2.688
H  -4.690  -3.739  0.694
H  -0.962  -3.020  3.400
H  0.675  -2.351  5.106
H  -0.473  1.607  4.879
H  -2.355  1.125  3.172
H  0.370  -0.144  7.210
H  1.227  1.098  6.339
H  1.761  -0.592  6.113
C  -7.290  -6.877  -4.524
N  -5.981  -6.148  -4.757
C  -5.276  -6.388  -5.848
C  -4.275  -5.556  -6.261
C  -4.100  -4.303  -5.685
C  -4.817  -4.094  -4.559
C  -5.735  -5.039  -4.065
C  -2.966  -3.426  -6.113
C  -2.687  -3.355  -7.468
C  -1.689  -2.451  -7.992
N  -1.038  -1.705  -7.125
C  -1.192  -1.747  -5.761
C  -2.173  -2.614  -5.240
C  -0.263  -0.618  -7.710
H  -8.096  -6.419  -5.097
H  -7.567  -6.947  -3.472
H  -7.236  -7.902  -4.891
H  -5.685  -7.164  -6.478
H  -3.764  -5.880  -7.156
H  -4.839  -3.137  -4.060
H  -6.455  -4.699  -3.336
H  -3.139  -4.086  -8.123
H  -1.462  -2.376  -9.045
H  -0.607  -1.012  -5.228
H  -2.455  -2.624  -4.198
H  0.033  -0.953  -8.704
H  0.573  -0.325  -7.076
H  -0.959  0.218  -7.786
C  9.600  7.908  8.138
N  8.941  6.601  7.867
C  8.596  5.769  8.866
C  7.973  4.563  8.574
C  7.644  4.229  7.246
C  8.003  5.098  6.202
C  8.584  6.344  6.535
C  6.832  3.021  7.037
C  5.666  2.802  7.777
C  5.042  1.569  7.589
N  5.460  0.681  6.636
C  6.492  0.973  5.791
C  7.200  2.142  6.035
C  4.793  -0.665  6.560
H  10.615  7.803  8.522
H  8.995  8.378  8.913
H  9.745  8.474  7.218
H  8.854  6.089  9.864
H  7.706  3.947  9.420
H  7.678  4.857  5.201
H  8.866  7.100  5.817
H  5.283  3.447  8.554
H  4.176  1.325  8.187
H  6.741  0.128  5.168
H  7.998  2.209  5.311
H  5.690  -1.265  6.412
H  4.051  -0.783  5.770
H  4.351  -0.851  7.539
C  -1.201  2.966  -2.244
N  -0.539  1.891  -1.515
C  -0.397  0.678  -2.044
C  0.200  -0.383  -1.385
C  0.692  -0.207  -0.094
C  0.478  1.100  0.510
C  -0.147  2.082  -0.251
C  1.267  -1.310  0.765
C  2.366  -1.014  1.508
C  2.880  -2.006  2.351
N  2.378  -3.249  2.324
C  1.302  -3.587  1.566
C  0.677  -2.584  0.747
C  2.726  -4.332  3.273
H  -1.151  3.900  -1.685
H  -2.261  2.780  -2.415
H  -0.761  3.153  -3.223
H  -0.584  0.522  -3.096
H  0.195  -1.377  -1.808
H  0.658  1.338  1.548
H  -0.226  3.120  0.037
H  2.808  -0.030  1.550
H  3.682  -1.807  3.046
H  0.813  -4.550  1.596
H  -0.133  -2.872  0.093
H  2.641  -5.285  2.752
H  1.978  -4.186  4.053
H  3.729  -4.096  3.629
C  -4.150  5.386  -2.011
N  -5.136  4.533  -2.532
C  -5.960  3.935  -1.647
C  -7.092  3.244  -2.118
C  -7.320  3.167  -3.506
C  -6.364  3.743  -4.365
C  -5.292  4.469  -3.845
C  -8.513  2.396  -4.041
C  -9.798  2.546  -3.436
C  -10.909  2.134  -4.201
N  -10.749  1.420  -5.416
C  -9.506  1.201  -5.948
C  -8.336  1.714  -5.287
C  -11.975  0.999  -6.034
H  -4.211  5.594  -0.943
H  -4.224  6.365  -2.484
H  -3.175  4.927  -2.176
H  -5.625  3.945  -0.621
H  -7.759  2.654  -1.507
H  -6.496  3.802  -5.435
H  -4.497  4.814  -4.489
H  -9.951  3.183  -2.577
H  -11.928  2.283  -3.875
H  -9.522  0.698  -6.903
H  -7.352  1.764  -5.729
H  -11.848  1.004  -7.117
H  -12.848  1.624  -5.847
H  -12.107  0.051  -5.512
C  5.717  3.448  2.313
N  5.618  2.223  1.538
C  6.345  1.140  1.904
C  6.404  0.025  1.084
C  5.648  -0.019  -0.128
C  4.852  1.091  -0.404
C  4.887  2.219  0.429
C  5.705  -1.252  -0.945
C  4.462  -1.715  -1.506
C  4.474  -2.857  -2.342
N  5.647  -3.621  -2.481
C  6.791  -3.184  -1.853
C  6.856  -1.992  -1.200
C  5.652  -4.920  -3.149
H  6.038  3.199  3.325
H  4.694  3.821  2.273
H  6.372  4.018  1.654
H  7.019  1.130  2.748
H  7.133  -0.742  1.302
H  4.268  1.198  -1.306
H  4.414  3.179  0.280
H  3.496  -1.324  -1.221
H  3.600  -3.312  -2.784
H  7.661  -3.783  -2.078
H  7.780  -1.723  -0.708
H  6.001  -5.760  -2.549
H  6.299  -4.821  -4.021
H  4.626  -4.957  -3.514
Cl  -1.910  -3.826  -1.680
Cl  2.999  1.356  3.889
Cl  -0.471  -5.755  3.854

Atoms 1-2, force components in eV/Å:
C 1.60 0.31 0.33
N 0.17 0.76 0.74

Calculated values
Total charge   +9
Multiplicity   1
Strongest force on any atom   0.091 Eh/bohr
E_LUMO   -17.709 eV
Gap between HOMO and LUMO   3.05 eV
ΔE to the lowest compared entry with this formula, charge and spin   181.78 kcal per mole

---

Entry 2:
The following is a quantum chemistry calculation of the molecule C3H8N2S at a distorted geometry, from OMol25.

Geometry (Å):
H  1.249  1.736  0.549
N  1.503  0.674  0.115
C  0.652  -0.216  -0.033
C  1.213  -1.691  -0.252
N  -0.642  0.063  -0.401
C  -0.957  1.546  -0.188
S  -1.940  -0.959  -0.025
H  2.183  -1.807  -0.515
H  0.423  -2.286  -0.892
H  1.332  -2.132  0.979
H  -0.760  2.151  0.688
H  -0.378  1.933  -1.109
H  -2.153  1.873  -0.316
H  -1.724  -0.886  1.400

Atoms 1-2, force components in eV/Å:
H 0.32 -4.01 -2.16
N 2.05 4.68 3.30

Calculated values
Multiplicity   1
Strongest force on any atom   0.135 Eh/bohr
E_LUMO   0.644 eV
Gap between HOMO and LUMO   9.65 eV
Structure (SMILES)   [H]/N=C(/C)N(C)S
ΔE to the lowest compared entry with this formula, charge and spin   96.64 kcal per mole